# C4H5F2N3

A 2-piece molecular cluster, C4H5F2N3 overall at a distorted geometry (wB97M-V/def2-TZVPD, the OMol25 dataset).

Kohn-Sham gap: 10.4 eV
SMILES: c1cn[nH]n1.C=C(F)F

Geometry as ORCA input:
```
! RIJCOSX wB97M-V def2-TZVPD def2/J DEFGRID3
* xyz 0 1
C -2.46381 0.07302 -0.94249
C -1.78701 -0.33977 0.19330
N -0.48153 -0.49130 -0.14073
N -0.40962 -0.13821 -1.42792
N -1.56434 0.21476 -1.90754
H -3.43651 0.13442 -1.17633
H -2.13456 -0.39426 1.28035
H 0.58704 -0.17045 -1.92110
C 2.00462 0.90383 1.14452
C 1.89897 -0.40612 0.83743
F 2.27375 -0.98092 -0.26544
F 1.46973 -1.40745 1.65944
H 1.60091 1.37530 2.06821
H 2.44237 1.62714 0.59831
*
```

Mulliken atomic charge list, values in e, 5 entries: number 1, C, carries -0.32; number 2, C, carries -0.27; number 3, N, carries -0.20; number 4, N, carries 0.32; number 5, N, carries -0.66

=====

# C16H21Cl5N7S2SiV

C16H21Cl5N7S2SiV as an isolated structure (wB97M-V/def2-TZVPD, the OMol25 dataset).

Kohn-Sham gap (alpha / beta): 7.6 / 7.1 eV
<S²>: 0.8427

Geometry as ORCA input:
```
! RIJCOSX wB97M-V def2-TZVPD def2/J DEFGRID3
* xyz -1 2
V -0.97781 -1.12252 -0.66401
Cl -3.69642 -0.94001 0.75996
C -3.46490 0.48784 -0.21027
C -2.30243 0.55629 -0.96876
C -2.17621 1.71406 -1.72808
Cl -0.80257 1.90830 -2.79245
C -3.10783 2.75366 -1.70206
Cl -2.86988 4.19123 -2.63283
C -4.24249 2.63544 -0.90600
Cl -5.40797 3.90485 -0.85873
C -4.43555 1.48004 -0.15589
Cl -5.84048 1.31133 0.82250
N 0.53256 -3.10681 -2.42914
C -0.64676 -2.32220 -2.31214
N -0.86530 -1.48215 -3.43689
S -2.05561 -2.98757 -1.54621
H 1.35167 -2.51534 -2.53019
H 0.65038 -3.68412 -1.60662
H -0.10023 -0.83751 -3.60285
H -1.73999 -0.97886 -3.37241
S -1.50746 2.25456 2.15761
C -0.20922 2.94587 1.38630
N -0.25049 3.74555 0.28734
C 1.08846 3.92811 -0.26639
C 1.94564 3.72482 0.98292
N 1.09013 2.81999 1.74060
H -1.06995 3.69368 -0.29511
H 1.21295 4.91671 -0.70338
H 1.31008 3.17169 -1.02469
H 2.08118 4.67110 1.51886
H 2.91396 3.29024 0.75157
H 1.31984 2.42752 2.63559
N 0.85789 -0.31294 -1.16941
C 1.89793 0.13861 -1.43751
N 3.03675 0.55723 -1.85806
C 3.82832 1.27476 -1.08479
N 4.58171 1.91351 -0.47694
C 1.41319 -2.69515 3.48199
Si 0.99342 -2.76525 1.64479
C 0.41445 -4.52381 1.29921
C 2.60470 -2.44561 0.72613
C -0.33445 -1.54222 1.23444
H 2.17794 -3.43016 3.74805
H 0.52772 -2.89178 4.09123
H 1.78785 -1.70541 3.75459
H 1.20762 -5.24443 1.51715
H 0.08542 -4.67265 0.26881
H -0.43981 -4.76554 1.93729
H 3.37713 -3.14517 1.05756
H 2.96590 -1.43345 0.92628
H 2.50164 -2.54398 -0.35553
H 0.00038 -0.53855 1.55013
H -1.21299 -1.78379 1.84640
*
```

Mulliken atomic charge list, values in e, 5 entries: number 1, V, carries -0.61; number 2, Cl, carries -0.23; number 3, C, carries 1.52; number 4, C, carries -1.68; number 5, C, carries 1.61

=====

What did we get for relative energy (zero: lowest compared OMol25 entry of this formula, charge and spin)? Answer: 71.8; 0.0 kcal per mole, in the order shown.
What did we get for E? Answer: -519.3224; -5336.5688 Eh, in the order shown.